Record 1
Molecular formula: C33H58BrClN4O5P
Method: DFT, ωB97M-V/def2-TZVPD

Element x y z (Å)
C 1.16058 2.51008 2.47665
C 2.35021 2.04966 1.67443
C 2.16894 1.98636 0.01272
C 3.35145 1.03774 -0.59945
P 5.11962 1.82926 -0.49601
O 5.46476 2.41318 0.93255
O 6.38190 0.62962 -0.83844
O 5.36363 3.12062 -1.64799
N 3.17032 0.62062 -2.04165
C 1.79292 0.95643 -2.59624
C 1.55417 0.31393 -4.08107
C -0.00394 0.23423 -4.57770
C 0.01127 0.22576 -6.23287
Cl -0.93699 -1.26726 -4.02433
C 0.64688 0.62927 -1.48009
C 0.60105 -0.91120 -0.93084
C -0.23455 -1.15631 0.49720
C -0.33957 -2.63976 1.21621
C 0.35153 -3.99164 0.54352
C 1.17876 -3.73450 -0.88381
C 1.31088 -2.22741 -1.59273
N 0.75644 1.51985 -0.22633
Br -0.23774 3.07008 -0.73703
H 0.78562 3.61805 2.55008
H 0.52448 1.68421 3.02113
H 3.31790 1.71841 2.24236
H 2.32814 3.08049 -0.36965
H 3.42796 0.02900 0.03542
H 6.08257 -0.23182 -0.38581
H 6.37152 3.14772 -1.77624
H 3.85596 1.20717 -2.60678
H 3.46296 -0.38393 -2.23640
H 1.79004 2.14126 -2.74431
H 2.07494 -0.74220 -4.24965
H 2.10666 1.04227 -4.84948
H -0.57894 1.20362 -4.21447
H 0.09892 -0.92244 -6.54565
H -1.04354 0.61122 -6.60657
H 0.91837 0.81889 -6.69272
H -0.44557 0.86300 -1.90212
H -0.76108 -0.26504 1.08605
H -0.91815 -2.79913 2.24421
H 0.25300 -5.07474 1.03553
H 1.67111 -4.70918 -1.34723
H 1.93953 -2.12722 -2.57402
C 3.97403 -5.78933 5.39719
C 2.76243 -4.95598 4.89020
C 2.46607 -3.79550 5.87983
C 1.79728 -4.25039 7.17449
C 0.56026 -5.09398 6.88601
C 0.83931 -6.27951 5.92565
N 1.58144 -5.86245 4.68939
O 0.66902 -5.19465 3.85161
C 1.63549 -7.38041 6.67684
C -0.52015 -6.98091 5.60037
C 3.27709 -4.32950 3.55170
H 4.04799 -5.81403 6.48596
H 3.93708 -6.81885 5.02561
H 4.92967 -5.37478 5.05054
H 1.81349 -3.05474 5.39916
H 3.39524 -3.26541 6.12677
H 2.50331 -4.80972 7.79620
H 1.50775 -3.37023 7.76239
H 0.15205 -5.46459 7.83522
H -0.21334 -4.44110 6.45995
H 1.92542 -8.19011 5.99898
H 1.03033 -7.82749 7.47557
H 2.53353 -7.01151 7.17246
H -1.25765 -6.29527 5.16453
H -0.98140 -7.38638 6.50804
H -0.37652 -7.81704 4.90370
H 3.50249 -5.10727 2.81206
H 4.19673 -3.75416 3.71646
H 2.56103 -3.62888 3.10791
C -4.43455 7.19682 -3.06121
C -5.34576 6.15413 -3.76970
C -6.15692 5.35441 -2.71312
C -5.32448 4.32574 -1.95204
C -4.56825 3.41348 -2.91171
C -3.72409 4.18999 -3.95577
N -4.50531 5.26979 -4.64625
O -5.36347 4.64721 -5.57160
C -2.47409 4.79827 -3.26461
C -3.11111 3.15893 -4.95929
C -6.35074 7.03337 -4.58571
H -4.09422 6.86647 -2.07807
H -3.55832 7.44391 -3.66992
H -4.95884 8.14488 -2.88357
H -6.98749 4.82861 -3.20230
H -6.61712 6.04296 -1.99239
H -4.62752 4.82325 -1.27045
H -5.98553 3.71973 -1.31967
H -3.92475 2.73994 -2.33098
H -5.29547 2.76861 -3.42310
H -1.90673 5.42799 -3.95794
H -1.79610 4.00997 -2.91393
H -2.70656 5.38898 -2.37848
H -3.87351 2.54626 -5.45663
H -2.44498 2.45686 -4.44511
H -2.51992 3.66486 -5.73365
H -5.83019 7.62214 -5.35069
H -6.87799 7.73716 -3.92952
H -7.13038 6.44124 -5.07775

Properties
**Molar mass**: 737.18 g/mol
**<S²>**: 3.01
**Spin multiplicity**: 3
**Charge**: +1
**Orbital gap (alpha / beta)**: 7.049 / 7.235 eV
**E_LUMO (alpha / beta)**: -3.56 / -3.63 eV

=====

Record 2
Molecular formula: C33H59BInO21
Method: DFT, ωB97M-V/def2-TZVPD

Element x y z (Å)
C 3.23710 3.47824 1.05995
C 4.35020 2.44658 1.28884
C 4.26400 1.25128 0.34228
C 4.03146 1.64527 -1.11768
C 3.93627 0.43396 -2.06178
C 2.49617 0.04951 -2.41945
C 1.87897 -0.97114 -1.43131
C 0.50420 -0.53196 -0.91645
C -0.02704 -1.48420 0.17119
C -0.53410 -0.79287 1.43325
C -1.72542 0.15681 1.19162
C -3.07760 -0.37623 1.71033
C -4.15733 -0.40624 0.61755
In -4.87092 1.60835 0.01311
C -5.94648 1.45367 -1.99091
O -5.44696 0.45854 -2.90703
O -4.02701 0.34652 -2.75363
B -3.26379 3.24311 0.00558
C -2.62832 3.89825 -1.29180
O -2.77439 3.74726 1.21180
H 3.04395 4.07270 1.94979
H 3.49831 4.16968 0.26096
H 2.30776 2.97779 0.78232
H 5.31858 2.94311 1.19092
H 4.28968 2.09875 2.32004
H 5.21601 0.72016 0.36527
H 3.50400 0.54076 0.67731
H 4.88127 2.26099 -1.43076
H 3.14681 2.27372 -1.21239
H 4.47880 0.68037 -2.97884
H 4.44211 -0.43285 -1.63164
H 1.86194 0.93228 -2.50283
H 2.51202 -0.41043 -3.41097
H 1.72497 -1.90054 -1.98091
H 2.56444 -1.17249 -0.60945
H -0.17696 -0.58184 -1.76884
H 0.55037 0.50131 -0.57020
H 0.79165 -2.15164 0.46217
H -0.81934 -2.12827 -0.21716
H 0.27902 -0.25229 1.92630
H -0.84131 -1.56951 2.13756
H -1.81591 0.43833 0.14141
H -1.50671 1.08022 1.73278
H -2.96428 -1.39484 2.08940
H -3.40923 0.20906 2.56963
H -3.80452 -1.02585 -0.21117
H -5.02417 -0.93852 1.02818
H -6.15146 2.08260 1.21364
H -5.89581 2.42192 -2.51235
H -6.99934 1.20840 -1.83415
H -3.69820 1.08455 -3.28538
H -2.35924 3.14787 -2.03566
H -3.37458 4.56423 -1.73372
H -1.75988 4.51380 -1.03169
H -3.48525 3.66699 1.84942
C 1.41051 -6.09969 -2.14131
C 2.28795 -6.30411 -3.36126
O 3.04446 -5.08846 -3.39442
C 3.06934 -4.56757 -2.13908
O 3.74250 -3.65116 -1.80587
O 2.21351 -5.23336 -1.33433
H 1.19376 -7.01860 -1.60379
H 0.47531 -5.59052 -2.37799
H 2.97599 -7.14400 -3.24662
H 1.72727 -6.42248 -4.28442
C 0.21708 7.40758 3.74103
C 1.33110 6.75387 4.53525
O 2.15523 6.20568 3.50654
C 1.93261 6.89895 2.36118
O 2.56447 6.78070 1.36741
O 0.87225 7.73159 2.51296
H -0.17589 8.30805 4.20599
H -0.60427 6.72101 3.52987
H 1.91625 7.47793 5.10626
H 0.98609 5.96591 5.19935
C -10.18494 0.26978 -1.39056
C -10.68749 1.19611 -2.47721
O -11.88127 1.73185 -1.89232
C -11.77344 1.63410 -0.54407
O -12.52730 2.13315 0.22688
O -10.70014 0.88867 -0.20550
H -9.10033 0.21038 -1.35594
H -10.60544 -0.73477 -1.46646
H -9.99296 2.01291 -2.67786
H -10.92129 0.68623 -3.40794
C 5.51489 -4.98373 -5.80203
C 7.02118 -4.87574 -5.91594
O 7.38917 -6.19590 -6.33135
C 6.31869 -6.76812 -6.93464
O 6.34864 -7.79370 -7.53076
O 5.21305 -6.00767 -6.75950
H 4.99525 -4.06366 -6.05355
H 5.19039 -5.31633 -4.81642
H 7.33339 -4.16622 -6.68417
H 7.50827 -4.62541 -4.97767
C 7.68739 -2.42797 2.88180
C 7.24652 -1.90768 1.52921
O 6.32506 -0.87563 1.88375
C 6.62221 -0.44937 3.13713
O 6.16011 0.50557 3.66211
O 7.53598 -1.27634 3.71257
H 8.71836 -2.77212 2.89963
H 7.03534 -3.21966 3.25539
H 8.06767 -1.46539 0.96162
H 6.74964 -2.65711 0.91839
C -5.46339 -0.10761 5.54347
C -4.51512 -0.28203 6.71227
O -3.79311 -1.45848 6.34430
C -3.85155 -1.58407 4.98788
O -3.20704 -2.36031 4.36752
O -4.73872 -0.70312 4.46893
H -5.68492 0.93066 5.31107
H -6.39932 -0.65292 5.68100
H -3.81196 0.54813 6.80522
H -5.02160 -0.43308 7.66256

Properties
**Molar mass**: 917.44 g/mol
**Spin multiplicity**: 1
**Charge**: -1
**Orbital gap**: 5.523 eV
**E_LUMO**: 1.53 eV

=====

Record 3
Molecular formula: C33H59N9O11
Method: DFT, ωB97M-V/def2-TZVPD

Element x y z (Å)
O -1.54659 -3.94751 -2.35151
N -2.64865 -4.48023 -2.63865
O -2.65090 -5.70413 -2.77509
C -3.87488 -3.69453 -2.78679
C -4.92338 -4.07999 -3.63546
C -6.12671 -3.34689 -3.71109
C -6.25202 -2.13947 -2.99774
C -5.26909 -1.80127 -2.06448
C -4.05352 -2.49715 -2.03575
H -4.91651 -4.89920 -4.33919
H -6.77333 -3.60795 -4.53580
H -6.91865 -1.35474 -3.32363
H -5.56020 -1.09131 -1.30448
H -3.37539 -2.27376 -1.22543
O 9.32205 -2.65302 2.39386
N 9.58188 -1.86507 1.50344
O 10.54888 -1.18925 1.47127
C 8.61460 -1.63185 0.39711
C 7.20473 -1.63964 0.64441
C 6.34889 -1.28231 -0.45759
C 6.96763 -0.94674 -1.66663
C 8.29044 -1.01672 -1.86954
C 9.18595 -1.33987 -0.85821
H 6.76068 -1.91177 1.59055
H 5.27715 -1.36617 -0.35402
H 6.35493 -0.62520 -2.49585
H 8.88278 -0.83302 -2.75373
H 10.26315 -1.37985 -0.92499
C -0.49075 3.78327 -3.06979
N 0.72684 3.97557 -2.29281
C 1.01933 2.93501 -1.18616
C 1.54517 5.00047 -2.54540
O 2.65483 5.12941 -1.97922
H -1.43819 3.67603 -2.54163
H -0.38022 2.84022 -3.60510
H -0.72674 4.65607 -3.67857
H 2.03922 3.14087 -0.86129
H 0.28580 2.78811 -0.39342
H 0.98699 1.97186 -1.69547
H 1.19096 5.72872 -3.29132
C -4.98790 1.64774 -0.84201
N -4.13943 2.65213 -0.21178
C -2.72292 2.46136 -0.45350
C -4.65621 3.71549 0.55831
O -3.96047 4.58737 1.18379
H -4.67517 0.64465 -0.55201
H -5.12477 1.84727 -1.90481
H -6.02318 1.71114 -0.50695
H -2.35291 1.68389 0.21488
H -2.46100 2.22660 -1.48519
H -2.08975 3.30004 -0.16399
H -5.75605 3.68908 0.60156
C 1.95853 0.09817 0.39358
N 0.56217 -0.31980 0.64201
C 0.25720 -0.25949 2.07563
C -0.37649 -0.61223 -0.28884
O -1.54380 -0.73000 -0.11483
H 2.24324 -0.07651 -0.64397
H 2.75685 -0.56301 0.73066
H 2.03183 1.18213 0.48166
H 1.08475 -0.60548 2.69494
H 0.33688 0.77503 2.40959
H -0.67478 -0.70448 2.42418
H 0.03371 -0.53601 -1.30772
C -3.95235 -2.18769 1.61471
N -5.37619 -2.42668 2.07471
C -6.11255 -1.22088 2.55536
C -5.95973 -3.64292 2.11830
O -7.22271 -3.70528 2.28035
H -3.93996 -1.68503 0.64761
H -3.42977 -3.05416 1.20943
H -3.32487 -1.69664 2.35852
H -5.59067 -0.81203 3.42056
H -6.10115 -0.44184 1.79308
H -7.15806 -1.31669 2.84836
H -5.34491 -4.50964 1.83021
C -1.87503 2.58768 3.47823
N -2.96789 2.16854 4.40387
C -4.36879 2.19334 3.82425
C -2.83609 1.75553 5.63396
O -3.79112 1.31803 6.31421
H -0.86255 2.44123 3.85447
H -2.05860 3.56094 3.02307
H -1.94392 1.75388 2.77956
H -4.38281 1.48813 2.99323
H -5.26351 1.99770 4.41528
H -4.57603 3.11105 3.27385
H -1.77439 1.80373 5.92147
C 4.85589 3.34291 4.17773
N 3.71222 2.39568 3.95125
C 3.72646 1.53093 2.83249
C 2.67886 2.29471 4.79173
O 1.63327 1.66488 4.64297
H 5.18356 3.54525 3.15803
H 5.69520 2.87178 4.68930
H 4.48680 4.17748 4.77384
H 3.16681 0.63444 3.09932
H 3.20022 1.96115 1.98039
H 4.77916 1.29336 2.67926
H 2.91002 2.93392 5.65785
C 4.02041 -3.92898 -5.41731
N 3.21572 -3.05742 -4.50106
C 1.96720 -2.57161 -5.16811
C 3.73037 -2.61445 -3.35850
O 3.17327 -1.66917 -2.84968
H 4.29614 -3.38502 -6.32074
H 3.47215 -4.86934 -5.36071
H 4.95805 -4.12409 -4.89687
H 2.15085 -1.88906 -5.99788
H 1.41132 -3.46262 -5.45997
H 1.29697 -2.23559 -4.37693
H 4.64527 -3.16149 -3.08303

Properties
**SMILES**: O=[N+]([O-])c1ccccc1.O=[N+]([O-])c1ccccc1.CN(C)C=O.CN(C)C=O.CN(C)C=O.CN(C)C=O.CN(C)C=O.CN(C)C=O.CN(C)C=O
**Molar mass**: 757.89 g/mol
**Spin multiplicity**: 1
**Energy above the lowest of the compared OMol25 structures with the same formula, charge and spin**: 176.3 kcal/mol
**Orbital gap**: 8.018 eV
**E_LUMO**: -0.93 eV

=====

Record 4
Molecular formula: C33H61BIrN6O3P
Method: DFT, ωB97M-V/def2-TZVPD

Element x y z (Å)
Ir -0.00632 0.25093 0.64892
C -2.55281 -0.60778 -2.86887
C -2.94709 -0.18320 -1.44647
C -4.46637 -0.04638 -1.33027
C -2.42896 -1.23405 -0.51559
C -2.93202 -2.51553 -0.40793
C -2.08203 -3.22022 0.43425
C -2.10850 -4.67517 0.78861
C -3.54251 -5.18050 0.93514
C -1.35027 -5.45904 -0.29045
N -1.13692 -2.37700 0.86719
N -1.35934 -1.13623 0.31201
B 0.07627 -2.62108 1.80444
N 1.38913 -2.26366 1.02035
N 1.39650 -1.08603 0.30070
C 2.43760 -1.09270 -0.55616
C 3.11954 -2.27585 -0.36485
C 2.45012 -2.99428 0.62105
C 2.98611 -4.28664 1.19042
C 4.11440 -3.93075 2.17232
C 2.03706 -5.29230 1.83108
C 2.75421 -0.02171 -1.54900
C 2.45697 -0.52396 -2.96541
C 4.20892 0.43226 -1.40860
N -0.07844 -1.59236 2.96022
N 0.07248 -0.30214 2.56093
C 0.06706 0.48732 3.65617
C -0.09627 -0.32210 4.76079
C -0.18976 -1.63675 4.29256
C -0.34872 -2.86694 5.13825
C 1.02333 -3.37332 5.59940
C -1.18909 -3.99209 4.53167
C 0.23630 1.96864 3.59441
C -1.06972 2.66725 3.21162
C 1.41290 2.33919 2.69831
H -2.92335 0.10866 -3.59855
H -3.00027 -1.57549 -3.09978
H -1.47352 -0.69304 -2.98870
H -2.49935 0.78263 -1.19315
H -4.97015 -0.96864 -1.61956
H -4.81603 0.73814 -2.00141
H -4.77806 0.20873 -0.31722
H -3.80496 -2.89860 -0.90612
H -1.59434 -4.80252 1.74197
H -4.06896 -5.15139 -0.02016
H -4.11022 -4.59427 1.65824
H -3.53531 -6.21659 1.27128
H -1.86468 -5.38149 -1.24968
H -1.29609 -6.51392 -0.02166
H -0.33292 -5.08678 -0.42614
H 0.09956 -3.72007 2.19869
H 4.01161 -2.59212 -0.87908
H 3.43780 -4.77652 0.32349
H 3.71485 -3.38833 3.03248
H 4.88126 -3.31361 1.70581
H 4.58588 -4.84207 2.53903
H 1.65787 -4.94271 2.79018
H 2.59914 -6.20631 2.02250
H 1.19299 -5.55071 1.19271
H 2.10654 0.83062 -1.35715
H 3.08465 -1.38130 -3.21198
H 2.66406 0.26390 -3.68978
H 1.41350 -0.82695 -3.07420
H 4.89528 -0.37370 -1.67140
H 4.44477 0.74558 -0.38992
H 4.40860 1.26326 -2.08549
H -0.12339 -0.00460 5.79007
H -0.88235 -2.50039 6.01918
H 1.63114 -3.67640 4.74374
H 0.89890 -4.24142 6.24616
H 1.57170 -2.61203 6.15375
H -0.58837 -4.65125 3.90556
H -2.02572 -3.61477 3.94010
H -1.60248 -4.59889 5.33624
H 0.49353 2.27345 4.61108
H -1.39660 2.39236 2.19959
H -0.95471 3.75114 3.24368
H -1.87106 2.39646 3.89799
H 1.22819 2.05486 1.64256
H 2.32995 1.83471 3.00236
H 1.59331 3.41484 2.70124
C -1.95929 5.37336 0.41684
C -0.66476 4.68642 0.07507
O -0.98610 3.44385 -0.61331
P -0.06407 2.22168 -1.02405
O -0.63734 1.76655 -2.40543
C -0.70402 2.66538 -3.57132
C -2.08792 3.25104 -3.71116
O 1.35755 2.82866 -1.40683
C 2.37677 3.47236 -0.58782
C 3.08514 4.49577 -1.43605
H -1.74976 6.28799 0.97173
H -2.59369 4.73268 1.02946
H -2.50359 5.64206 -0.48720
H -0.07453 4.46070 0.96364
H -0.06132 5.28416 -0.60931
H -0.42670 2.03708 -4.41490
H 0.05645 3.43597 -3.45140
H -2.83522 2.47643 -3.86175
H -2.11036 3.90926 -4.58019
H -2.35935 3.83528 -2.83275
H 3.05612 2.68196 -0.25403
H 1.91288 3.92475 0.28259
H 3.56884 4.02634 -2.29130
H 3.85058 4.99357 -0.84037
H 2.38903 5.25121 -1.80005

Properties
**Molar mass**: 823.89 g/mol
**Spin multiplicity**: 1
**Energy above the lowest of the compared OMol25 structures with the same formula, charge and spin**: 0.0 kcal/mol
**Charge**: +2
**Orbital gap**: 7.307 eV
**E_LUMO**: -7.11 eV

=====

- Number 1 is which compound?
  C33H58BrClN4O5P

=====

- The highest spin multiplicity belongs to which entry?
  C33H58BrClN4O5P

=====

- What is the molar mass in the second record?
  917.44 g/mol